The following is a DFT calculation (the ωB97M-V functional and the def2-TZVPD basis) of 13 unconnected molecules or ions with the total composition C58H65N13.

Output
Energy relative to the best compared isomer or geometry (same formula, charge and spin): 49.6 kcal per mole
LUMO: 0.3 eV

Atoms and positions in Å:
N1 -1.435 3.925 3.421
C1 -0.268 4.580 3.114
C2 -0.072 4.324 1.757
C3 -1.207 3.668 1.259
C4 -2.066 3.449 2.300
H1 -1.841 3.798 4.331
H2 0.376 4.891 3.916
H3 0.768 4.689 1.185
H4 -1.255 3.367 0.224
H5 -2.970 2.870 2.367
N2 0.128 0.002 4.830
C5 1.153 0.142 5.727
C6 1.868 1.268 5.329
C7 1.254 1.768 4.174
C8 0.176 0.976 3.873
H6 -0.476 -0.794 4.733
H7 1.362 -0.582 6.494
H8 2.730 1.674 5.831
H9 1.496 2.633 3.579
H10 -0.555 0.943 3.080
N3 4.283 3.401 -5.067
C9 3.140 2.642 -5.039
C10 2.958 2.232 -3.734
C11 3.944 2.883 -2.947
C12 4.740 3.615 -3.785
H11 4.594 3.935 -5.857
H12 2.593 2.456 -5.948
H13 2.210 1.535 -3.391
H14 3.964 2.728 -1.881
H15 5.559 4.305 -3.673
N4 -6.268 3.013 0.354
C13 -6.216 1.780 -0.218
C14 -4.892 1.414 -0.280
C15 -4.127 2.472 0.241
C16 -5.018 3.467 0.635
H16 -7.124 3.525 0.465
H17 -7.074 1.262 -0.610
H18 -4.413 0.549 -0.709
H19 -3.062 2.634 0.282
H20 -4.831 4.435 1.067
N5 3.260 1.033 0.084
C17 4.606 1.322 0.061
C18 4.842 2.238 1.059
C19 3.618 2.487 1.701
C20 2.639 1.772 1.055
H21 2.834 0.469 -0.632
H22 5.231 0.891 -0.702
H23 5.829 2.642 1.224
H24 3.492 3.212 2.491
H25 1.577 1.691 1.223
N6 -4.286 0.537 3.535
C21 -3.759 -0.148 2.485
C22 -2.932 -1.136 3.014
C23 -3.040 -1.047 4.420
C24 -3.919 -0.028 4.723
H26 -4.932 1.301 3.455
H27 -4.080 0.026 1.471
H28 -2.385 -1.811 2.377
H29 -2.518 -1.681 5.119
H30 -4.309 0.405 5.628
N7 0.422 -0.835 -0.431
C25 -0.197 -0.576 0.767
C26 -1.254 0.271 0.536
C27 -1.327 0.494 -0.848
C28 -0.260 -0.158 -1.411
H31 1.250 -1.381 -0.624
H32 0.152 -0.976 1.704
H33 -1.881 0.635 1.335
H34 -2.046 1.154 -1.307
H35 0.037 -0.156 -2.447
N8 0.656 -6.112 1.293
C29 1.318 -5.616 0.248
C30 0.813 -4.552 -0.531
C31 -0.478 -4.125 -0.253
C32 -1.146 -4.632 0.843
C33 -0.531 -5.617 1.595
H36 2.256 -6.085 -0.021
H37 1.479 -4.153 -1.284
H38 -0.963 -3.357 -0.845
H39 -2.119 -4.276 1.159
H40 -1.079 -6.058 2.423
N9 4.528 -3.349 2.599
C34 3.258 -3.756 2.490
C35 2.163 -2.917 2.508
C36 2.381 -1.555 2.738
C37 3.696 -1.120 2.750
C38 4.741 -2.040 2.657
H41 3.118 -4.813 2.295
H42 1.176 -3.365 2.502
H43 1.588 -0.823 2.802
H44 3.892 -0.060 2.859
H45 5.733 -1.604 2.692
N10 0.958 -3.298 -3.662
C39 1.425 -2.247 -4.340
C40 0.600 -1.264 -4.875
C41 -0.768 -1.393 -4.752
C42 -1.237 -2.475 -4.026
C43 -0.370 -3.428 -3.519
H46 2.501 -2.156 -4.361
H47 1.066 -0.449 -5.417
H48 -1.490 -0.725 -5.199
H49 -2.290 -2.674 -3.869
H50 -0.670 -4.328 -3.001
N11 3.255 -1.747 -1.484
C44 3.775 -2.776 -0.796
C45 5.038 -3.271 -1.052
C46 5.860 -2.578 -1.931
C47 5.336 -1.537 -2.658
C48 4.016 -1.155 -2.409
H51 3.134 -3.255 -0.072
H52 5.377 -4.178 -0.572
H53 6.852 -2.968 -2.126
H54 5.888 -0.919 -3.354
H55 3.627 -0.229 -2.813
N12 -3.566 -2.669 -1.563
C49 -3.294 -1.923 -0.489
C50 -4.170 -1.904 0.597
C51 -5.423 -2.479 0.456
C52 -5.737 -3.190 -0.689
C53 -4.751 -3.282 -1.661
H56 -2.374 -1.353 -0.566
H57 -3.858 -1.306 1.443
H58 -6.175 -2.321 1.219
H59 -6.707 -3.657 -0.785
H60 -4.889 -3.763 -2.622
N13 -0.274 4.441 -2.569
C54 -0.275 3.641 -3.630
C55 -1.429 3.118 -4.210
C56 -2.658 3.419 -3.645
C57 -2.687 4.240 -2.525
C58 -1.469 4.701 -2.029
H61 0.667 3.429 -4.126
H62 -1.408 2.479 -5.084
H63 -3.606 3.005 -3.969
H64 -3.641 4.562 -2.132
H65 -1.431 5.328 -1.145

Cartesian forces (eV/Å) of the 2 atoms listed first:
-0.9 0.5 0.2
-0.3 -1.7 -0.7

Atom charges from the Löwdin analysis, given in e for atoms 1 to 5:
1 N 0.011
2 C -0.120
3 C -0.101
4 C -0.130
5 C -0.147

***

The following is a DFT calculation (the ωB97M-V functional and the def2-TZVPD basis) of 2 unconnected molecules or ions with the total composition C6H12BrN3O3PS.

Output
Total charge: +1
LUMO: -6.3 eV

Atoms and positions in Å:
N1 4.068 -2.514 -1.547
C1 3.544 -1.750 -2.475
O1 2.846 -1.159 -3.663
S1 2.255 0.354 -3.053
C2 1.057 -0.113 -1.691
C3 -0.301 0.803 -1.615
N2 -1.008 1.316 -2.674
P1 3.983 1.396 -2.328
O2 4.050 2.878 -3.304
Br1 3.767 2.080 -0.175
H1 0.784 -1.250 -1.724
H2 1.637 0.051 -0.661
H3 -0.734 1.029 -0.526
H4 -0.516 1.013 -3.543
H5 3.469 2.765 -4.120
C4 -3.237 -1.585 1.953
C5 -1.901 -0.904 1.846
O3 -1.136 -1.107 0.906
N3 -1.546 -0.037 2.837
C6 -2.304 0.327 4.010
H6 -3.382 -2.245 1.094
H7 -3.276 -2.188 2.864
H8 -4.036 -0.838 1.955
H9 -0.635 0.385 2.700
H10 -2.466 1.407 3.987
H11 -1.712 0.068 4.890
H12 -3.267 -0.183 4.058

Cartesian forces (eV/Å) of the 2 atoms listed first:
-4.8 7.2 -8.4
2.9 -6.0 4.5

Atom charges from the Löwdin analysis, given in e for atoms 1 to 5:
1 N 0.199
2 C -0.248
3 O -0.322
4 S 0.853
5 C -0.338

***

Let's list orbital gap in order: 8.07 5.81 eV.
Let's list E_tot in order: -80567.295 -107182.932 eV.
Let's list highest occupied orbital energy in order: -7.731 -12.115 eV.